Entry 1:
Density functional theory data (ωB97M-V/def2-TZVPD) for an isolated molecule of C6F10O3 in a non-equilibrium geometry.

CARTESIAN COORDINATES (ANGSTROEM)
F  -0.52718  2.62820  2.47722
F  -2.03395  -2.17629  -1.64687
F  1.57560  0.97391  1.80888
F  1.73970  -0.53868  -2.01021
F  0.43154  -2.83148  -0.48657
F  -1.34838  -0.03221  -1.84201
F  0.39895  3.32690  0.68414
F  -0.37277  -1.66951  -2.92203
F  2.29473  -1.05984  0.00144
F  -1.47531  2.25761  0.50104
O  -0.68503  -1.30195  0.69600
O  -1.02225  -0.01336  2.51561
O  0.95967  0.78053  -0.35048
C  -0.94978  -1.34070  -1.73414
C  0.47525  0.95976  1.00865
C  -0.50422  -0.15618  1.44045
C  1.28921  -0.57340  -0.74370
C  0.03576  -1.51823  -0.56704
C  -0.28155  2.28493  1.16963

The max |F| is 0.05813 Eh/bohr. The value obtained for the energy above the lowest of the compared OMol25 structures with the same formula, charge and spin is 0.0 kJ/mol. The SMILES is O=C1O[C@@](F)(C(F)(F)F)C(F)(F)O[C@@]1(F)C(F)(F)F. The HOMO energy comes out at -0.448 hartree.

Entry 2:
Density functional theory data (ωB97M-V/def2-TZVPD) for an isolated molecule of C6H10 in a non-equilibrium geometry.

CARTESIAN COORDINATES (ANGSTROEM)
C  -1.10546  -0.15053  -0.45716
C  2.95336  -1.05898  0.43773
C  1.27268  0.71864  -0.41208
C  -0.07171  0.71038  0.25750
C  2.21498  -0.07118  0.02504
C  -2.46477  -0.12698  0.23326
H  2.80626  -1.22685  -0.86434
H  0.02860  0.35358  1.29012
H  -0.43415  1.74320  0.30196
H  -2.39939  -0.49105  1.26628
H  -1.19402  0.19761  -1.49392
H  -2.87743  0.88825  0.27092
H  -3.18792  -0.75869  -0.29141
H  1.43623  1.35043  -1.27668
H  -0.72182  -1.17645  -0.50567
H  3.74453  -0.90137  1.21845

The max |F| is 0.07681 Eh/bohr. The value obtained for the energy above the lowest of the compared OMol25 structures with the same formula, charge and spin is 352.6 kJ/mol. The SMILES is C=C=CCCC. The HOMO energy comes out at -0.310 hartree.

Entry 3:
Density functional theory data (ωB97M-V/def2-TZVPD) for an isolated molecule of C6H10.

CARTESIAN COORDINATES (ANGSTROEM)
C  1.69012  0.07835  -0.01725
C  0.55591  -0.28120  0.17661
C  -0.86184  -0.60503  0.38943
C  2.98035  0.72940  -0.25692
C  -1.58900  0.62668  0.94987
C  -1.50575  -1.08418  -0.91666
H  -1.12591  0.96689  1.88125
H  -1.45968  -0.29259  -1.67326
H  -0.92712  -1.41382  1.12951
H  3.40741  0.43133  -1.21822
H  3.71285  0.48640  0.51888
H  -0.98389  -1.96091  -1.31178
H  -1.54421  1.45468  0.23283
H  -2.64169  0.39479  1.14666
H  2.84924  1.81325  -0.28155
H  -2.55679  -1.34404  -0.74940

The max |F| is 0.01103 Eh/bohr. The value obtained for the energy above the lowest of the compared OMol25 structures with the same formula, charge and spin is 116.8 kJ/mol. The SMILES is CC#CC(C)C. The HOMO energy comes out at -0.344 hartree.

Entry 4:
Density functional theory data (ωB97M-V/def2-TZVPD) for an isolated molecule of C6H10.

CARTESIAN COORDINATES (ANGSTROEM)
C  -1.47391  -1.00456  -0.67060
C  1.13625  -0.05209  1.27860
C  0.13349  1.05337  -0.58078
C  0.81484  -1.00546  0.40733
C  0.59069  1.29641  0.87277
C  -0.02369  -0.48289  -0.74093
H  -0.24555  1.58276  1.52739
H  -2.19489  -0.23675  -0.96307
H  1.33637  2.09778  0.95177
H  0.91717  1.40139  -1.26379
H  -1.62264  -1.85618  -1.33817
H  -0.78257  1.59626  -0.83707
H  1.69222  -0.20640  2.20010
H  0.40264  -0.79129  -1.70384
H  -1.73632  -1.33247  0.33902
H  1.05590  -2.05988  0.52127

The max |F| is 0.00394 Eh/bohr. The value obtained for the energy above the lowest of the compared OMol25 structures with the same formula, charge and spin is 21.9 kJ/mol. The SMILES is C[C@@H]1C=CCC1. The HOMO energy comes out at -0.335 hartree.

Entry 5:
Density functional theory data (ωB97M-V/def2-TZVPD) for an isolated molecule of C6H10.

CARTESIAN COORDINATES (ANGSTROEM)
C  -1.60001  0.68862  0.22368
C  -0.14827  0.93964  0.53752
C  -1.33215  -1.58684  -0.85009
C  0.71326  -0.31990  0.52080
C  -2.01917  -0.39327  -0.45060
C  2.18207  -0.06764  0.20040
H  0.25237  1.67820  -0.17521
H  2.29586  0.38034  -0.79380
H  -0.06609  1.41471  1.52400
H  -3.07098  -0.44782  -0.76831
H  -2.31284  1.47333  0.46326
H  0.60866  -0.85464  1.47154
H  2.63232  0.61814  0.92828
H  2.75460  -1.00060  0.21720
H  0.31404  -1.05332  -0.22429
H  -1.19495  -1.55417  -1.95220

The max |F| is 0.00687 Eh/bohr. The value obtained for the energy above the lowest of the compared OMol25 structures with the same formula, charge and spin is 408.2 kJ/mol. The HOMO energy comes out at -0.292 hartree.

Entry 6:
Density functional theory data (ωB97M-V/def2-TZVPD) for an isolated molecule of C6H10.

CARTESIAN COORDINATES (ANGSTROEM)
C  -1.74024  0.54950  0.62044
C  -0.34975  0.73625  0.18768
C  2.00491  0.34528  -0.94290
C  0.78702  0.74219  -0.22119
C  1.60796  -0.90834  -1.74045
C  -1.83831  0.00803  2.04889
H  -2.22524  -0.17822  -0.04586
H  1.23268  -1.66851  -1.04766
H  -1.49638  -1.03305  2.09409
H  2.82372  0.12519  -0.24642
H  2.43266  -1.33376  -2.31929
H  -1.21273  0.59871  2.72368
H  0.78545  -0.65892  -2.41908
H  2.36136  1.14133  -1.60867
H  -2.87610  0.04560  2.39620
H  -2.29701  1.48873  0.52054

The max |F| is 0.01287 Eh/bohr. The value obtained for the energy above the lowest of the compared OMol25 structures with the same formula, charge and spin is 138.5 kJ/mol. The SMILES is CCC#CCC. The HOMO energy comes out at -0.342 hartree.

Entry 7:
Density functional theory data (ωB97M-V/def2-TZVPD) for a cluster of 2 separate species, C6H10 in total in a non-equilibrium geometry.

CARTESIAN COORDINATES (ANGSTROEM)
C  0.23540  -1.12535  3.38404
C  -0.25625  1.43236  -1.59774
C  0.05806  -0.53650  2.17623
C  0.87251  0.72669  -2.22918
C  -1.56753  1.16497  -1.87945
C  0.37285  -2.00224  2.16722
H  -0.35717  -2.75508  1.91210
H  0.52383  -0.26796  -2.46854
H  -1.85231  0.36959  -2.48284
H  -0.10454  2.34709  -0.98005
H  1.28795  1.22943  -3.04432
H  -2.38560  1.89084  -1.43731
H  -0.03835  0.34721  1.71094
H  0.23703  -1.04397  4.43179
H  1.58356  0.51897  -1.49007
H  1.39056  -2.29604  1.82719

The max |F| is 0.13356 Eh/bohr. The value obtained for the energy above the lowest of the compared OMol25 structures with the same formula, charge and spin is 397.3 kJ/mol. The SMILES is C1=CC1.C=CC. The HOMO energy comes out at -0.335 hartree.

Entry 8:
Density functional theory data (ωB97M-V/def2-TZVPD) for an isolated molecule of C6H10 in a non-equilibrium geometry.

CARTESIAN COORDINATES (ANGSTROEM)
C  0.06536  -0.65948  -1.07680
C  -0.54536  -1.38776  -1.97178
C  -0.41260  0.52741  -0.46776
C  0.59200  1.48453  0.15889
C  0.42542  -0.46939  1.92649
C  -0.22353  0.68188  1.10003
H  1.05286  -1.07726  -0.76375
H  -1.04127  1.19598  1.57899
H  0.41646  2.52084  0.06497
H  -0.16792  -2.24015  -2.50926
H  1.63383  1.24889  0.10990
H  -0.30933  -1.24294  2.16569
H  -1.71544  -1.31488  -2.09570
H  0.92758  0.02709  2.82149
H  1.14299  -1.03855  1.38706
H  -1.34752  0.85780  -0.77374

The max |F| is 0.08466 Eh/bohr. The value obtained for the energy above the lowest of the compared OMol25 structures with the same formula, charge and spin is 175.9 kJ/mol. The SMILES is C=C[C@@H]1C[C@@H]1C. The HOMO energy comes out at -0.317 hartree.

> Look up the HOMO of the eighth one.

-0.317 hartree

> Among the records above, which one has the lowest HOMO?

C6F10O3

> Number 5 is which compound?

C6H10